[1]
49
Properties=species:S:1:pos:R:3:forces:R:3:mulliken_charge:R:1 method="wB97M-V/def2-TZVPD" e_tot_ev=-220714.2744 e_homo_ev=-9.742 homo_lumo_gap_ev=10.0
Br -0.66136 -3.79100 -0.72954 0.0810 -0.0439 -0.0205 -0.06
Br 0.35597 -3.97301 -4.06628 -0.1012 -0.0329 -0.1297 -0.05
S -1.66557 -0.03710 -4.14522 0.0269 0.1651 -0.1356 -0.07
S 0.50170 1.45728 3.74929 0.0857 0.2240 0.0627 1.19
S 0.94493 0.09085 -5.26769 -0.0493 0.0922 -0.1120 0.52
S -2.27001 1.51782 0.18748 -0.0430 -0.3467 0.3699 1.25
F 1.59550 -2.36370 -0.56158 0.1886 -0.1894 0.0860 -0.18
F 0.21648 -1.60878 -2.01927 -0.1223 -0.2784 -0.0051 0.26
F 2.05524 -4.58558 -2.08489 -0.0404 -0.0336 -0.0131 -0.30
O -0.52366 0.72967 3.06653 0.0743 -0.0974 0.0419 -0.52
O -0.00840 0.05355 -3.90763 -0.1278 0.2250 -0.0830 -0.17
O 1.79558 -1.21067 -4.87144 0.0057 -0.1612 -0.1584 -0.20
O -1.69881 2.76414 0.60493 0.0856 0.2226 0.0115 -0.68
O 0.91630 1.01779 5.04721 0.0122 -0.0680 0.0701 -0.68
O -2.72060 0.70813 1.47440 -0.3407 0.0934 -0.3598 -0.11
O 1.77200 1.26037 -5.11302 0.0234 -0.1303 0.1428 -0.50
O 1.77970 1.58595 2.82049 0.0318 -0.0522 -0.0839 -0.29
O -3.32923 1.53214 -0.77443 -0.0300 0.0615 -0.1159 -0.62
C 0.08159 3.16283 3.78234 0.0025 0.0195 -0.0314 -0.94
C -4.99781 1.50625 1.99119 0.0326 -0.0030 -0.0992 -1.23
C 1.53703 -3.44843 -2.64212 0.1086 0.0714 0.0697 0.74
C -1.01700 0.41180 -0.34243 0.0905 0.0469 0.0034 -0.26
C 0.73998 -2.74313 -1.53067 -0.1743 0.3044 0.0804 -0.04
C 2.72756 -2.62499 -3.12350 0.2475 -0.1187 0.1291 -0.97
C -3.55694 1.39615 2.43728 0.0862 -0.0302 0.1512 -0.30
C 2.56217 -1.21869 -3.65805 0.1152 0.2512 0.1102 -0.44
C 2.68275 0.45152 2.74786 0.1094 -0.0095 0.0296 -0.60
C 2.12565 -0.66548 1.89578 -0.0439 0.0484 0.0262 -0.65
H 3.55745 -0.82886 -3.88167 -0.0602 -0.0238 -0.0001 0.37
H -5.38776 0.52610 1.71840 -0.0197 -0.0053 0.0265 0.29
H 3.58291 0.87759 2.31010 -0.0160 0.0000 -0.0299 0.29
H -1.45852 -0.57203 -0.47538 -0.0368 0.0473 -0.0065 0.31
H -0.22696 0.39235 0.40425 -0.0957 0.0179 0.0575 -0.30
H -0.05660 3.50340 2.75904 -0.0802 -0.0369 -0.0307 0.29
H 3.36938 -2.52390 -2.24166 0.0477 -0.0902 -0.0904 0.35
H -0.84851 3.23843 4.34174 -0.0026 0.0072 -0.0041 0.36
H -5.10115 2.16520 1.13119 -0.0029 0.0072 -0.0048 0.31
H -5.59428 1.90706 2.81155 -0.0107 -0.0064 0.0136 0.41
H 1.26740 -1.14320 2.36522 -0.0011 -0.0081 0.0308 0.30
H -3.11697 2.37355 2.64171 0.0140 -0.0154 -0.0293 0.29
H 2.10840 -0.55976 -2.92014 -0.0472 -0.0134 -0.0331 0.38
H 0.87674 3.71097 4.27897 0.0072 -0.0183 0.0276 0.36
H 2.92202 0.12103 3.75895 -0.0904 0.0312 0.0305 0.37
H -0.64268 0.79054 -1.29176 -0.0272 -0.0007 -0.0066 0.21
H -3.46678 0.78446 3.33299 0.0558 0.0086 -0.0308 0.33
H 1.80687 -0.27697 0.92931 0.1020 -0.0194 -0.0239 0.00
H 3.26084 -3.25376 -3.83928 -0.0677 0.0469 -0.0152 0.35
H -1.68990 -1.18897 -4.83608 -0.0092 -0.1576 0.0979 0.11
H 2.89734 -1.41890 1.73549 0.0061 -0.0014 -0.0161 0.49


[2]
42
Properties=species:S:1:pos:R:3:forces:R:3:mulliken_charge:R:1 method="wB97M-V/def2-TZVPD" e_tot_ev=-123362.3423 e_homo_ev=-7.145 homo_lumo_gap_ev=6.0
I 4.10904 -0.17423 4.62189 0.0599 0.1026 0.0369 -0.02
I 0.13273 2.83812 3.55816 -0.0565 -0.1094 -0.0765 -0.17
Cu 2.00422 -0.03092 -1.59118 -0.0206 -0.7828 0.6153 0.04
Cl -1.93447 -2.84435 -0.11416 -0.0839 -0.2588 0.1115 -0.24
Cl -0.92933 -0.81903 -3.42478 0.1866 -0.0139 -0.1363 -0.23
P 0.55560 0.25642 0.78258 0.0583 0.4842 0.7594 0.80
P 1.77927 1.66591 2.19110 0.0857 -0.1575 -0.1397 0.25
O -0.23408 -0.87014 -0.35058 0.0192 -0.0132 -0.4768 -0.34
O -0.97190 0.57588 1.43277 0.0043 0.0291 -0.1869 -0.46
O 2.11595 2.95450 1.19461 0.0104 0.1328 -0.0071 -0.53
O 1.55058 1.93812 -1.32235 0.1069 -0.1156 -0.0774 -0.47
C 0.98784 -1.19077 1.95024 -0.1378 -0.2287 0.0481 -1.16
C -1.84784 -0.51403 1.28694 -0.0801 0.1462 0.1069 -0.89
C 0.35127 1.68672 -0.55435 -0.4546 0.0121 0.1345 -0.62
C -2.51373 -1.02195 -2.57602 -0.1674 0.0138 0.2220 0.57
C 2.46194 -1.48043 2.27331 0.1397 -0.1006 -0.1007 -0.28
C -1.57925 -1.06404 -0.11909 0.3635 0.1450 -0.3887 1.10
C -2.46806 -0.41135 -1.18438 -0.3349 -0.1204 0.0682 -1.70
C 2.80341 -1.63015 3.76079 -0.1139 -0.2713 0.0582 -1.19
C 1.33506 2.13665 -2.72130 0.2021 0.1075 -0.2248 -0.63
C -3.60651 -0.40600 -3.43330 0.0872 0.0620 -0.0052 -1.42
H -2.87978 -0.17878 1.41402 0.0716 0.0544 -0.0749 0.45
H -3.49622 -0.43969 -0.80373 0.0581 -0.0302 -0.0598 0.40
H 1.91348 -1.64313 4.38702 0.0645 0.0942 -0.0151 0.46
H 0.04526 2.60708 -0.05690 0.0853 -0.0261 0.0551 0.37
H 2.71023 -2.44558 1.82217 0.0782 0.1076 -0.0962 0.33
H 0.95515 3.13121 -2.95326 -0.0683 0.0598 0.0887 0.27
H -4.58235 -0.70405 -3.04474 0.0225 0.0332 0.0247 0.36
H 1.94275 -0.13776 0.13746 0.1638 0.1212 -0.3599 0.32
H -1.64823 -1.28510 2.03346 0.0168 -0.0474 -0.0198 0.36
H 3.34882 -2.55307 3.93953 -0.0867 0.0124 -0.0087 0.48
H -3.54352 0.68382 -3.42449 0.0034 -0.0211 0.0071 0.33
H 2.31274 2.00256 -3.19331 -0.0525 0.2258 -0.0855 0.31
H 2.82533 2.72072 0.58600 0.0792 0.0318 -0.0462 0.30
H 0.41019 -1.09598 2.87507 0.0187 0.1844 -0.0188 0.46
H -2.19240 0.64149 -1.25740 -0.0457 0.0183 0.0597 0.36
H -2.66536 -2.09599 -2.49730 0.1449 0.0106 -0.0757 0.36
H -3.52950 -0.74212 -4.46675 -0.0050 -0.0413 0.0515 0.39
H -0.41038 1.37870 -1.26998 -0.0776 0.0031 0.1333 0.22
H 0.65124 1.37775 -3.11129 -0.1791 0.1381 -0.0775 0.24
H 0.59776 -2.05999 1.42119 -0.1283 -0.0289 0.1756 0.38
H 3.13304 -0.75699 1.80234 -0.0378 0.0373 0.0012 0.44


[3]
35
Properties=species:S:1:pos:R:3:forces:R:3:mulliken_charge:R:1 method="wB97M-V/def2-TZVPD" total_charge=-1 e_tot_ev=-65738.3513 e_homo_ev="-0.636 / -1.176" homo_lumo_gap_ev="3.3 / 3.8" e_above_lowest_kj_mol=0.0
Sc 0.09034 -3.16762 1.75097 -0.6383 -3.2094 4.3780 0.13
Cl -0.92194 -1.84863 3.31702 -0.9759 0.7692 1.1372 -0.51
Cl 2.28348 -3.37398 2.31169 1.3786 -0.3815 0.4443 -0.53
P 0.83589 1.86388 0.22653 -1.8650 -1.2436 -0.4935 1.35
C 2.01276 1.99439 -1.09539 0.8536 0.5664 -0.0765 -1.38
C -1.22473 -2.66027 -0.22026 -0.3684 0.6866 -0.4088 0.03
C 0.96911 -1.45089 -1.14465 0.2216 0.2641 0.5674 -1.11
C -1.89908 -0.60126 -1.76872 0.1179 -0.1967 0.4844 -0.67
C -0.80903 1.19581 -0.41256 -0.8328 2.3192 4.1485 -0.03
C 0.38563 3.49378 0.83078 0.7190 0.4659 0.2893 -1.41
C 0.21561 -2.15085 0.08354 1.9409 3.2883 -5.1556 0.81
C 1.42636 0.86207 1.57955 0.8260 0.2676 0.7210 -1.19
C -0.93650 0.48840 -1.51957 3.7375 -4.2255 -6.7414 -0.90
C -2.25951 -1.54099 -0.58552 0.3375 -0.0058 -0.2406 -0.67
H -1.19174 0.62728 0.48931 -0.0633 0.9289 -0.4253 -0.04
H -1.17975 -3.41395 -1.02444 0.0034 0.3271 0.3925 0.14
H 2.10285 1.47987 2.18816 -0.0282 -0.2585 0.0521 0.50
H -0.22582 4.01913 0.08822 0.0658 -0.2471 0.0834 0.40
H 1.98522 -0.00475 1.21519 -0.1420 0.0798 -0.1434 0.25
H 1.30596 4.06171 1.00971 -0.2208 0.1105 0.0997 0.40
H 0.61524 0.50289 2.22619 0.0283 0.1859 -0.2707 0.21
H -1.67194 -3.15282 0.69717 -0.1239 -0.1246 -0.8032 0.14
H 1.76388 2.85654 -1.72714 -0.0114 -0.1718 0.1321 0.37
H -2.47723 -0.94010 0.31236 0.0721 -0.2030 -0.1389 0.36
H 1.96188 -0.83661 -0.85080 -1.8363 -1.3555 0.3637 0.09
H -0.17745 0.66244 -2.37833 -1.5002 -0.0973 1.2872 0.08
H -1.41792 2.08144 -0.65047 -0.1030 1.7757 1.7148 0.23
H 0.16407 -1.46568 1.03900 0.4292 -0.4531 -1.0918 -0.23
H 2.03010 1.08644 -1.70177 -0.2733 -0.0697 0.1760 0.37
H 0.99349 -3.00062 0.12576 -0.5623 0.8992 -0.2234 0.13
H -1.60286 -1.21414 -2.63526 -0.0561 0.2790 0.2289 0.22
H -3.20776 -2.02574 -0.86818 0.2228 -0.0898 0.2880 0.36
H -2.77145 0.00049 -2.02124 -1.3282 -0.7773 -0.2913 0.31
H -0.17446 3.41535 1.77027 0.0798 -0.0789 -0.2438 0.38
H 3.00731 2.15699 -0.65713 -0.1048 -0.0241 -0.2404 0.39


[4]
42
Properties=species:S:1:pos:R:3:forces:R:3:mulliken_charge:R:1 method="wB97M-V/def2-TZVPD" e_tot_ev=-56983.7304 e_homo_ev=-4.757 homo_lumo_gap_ev=3.6
I -0.96917 -4.96528 -3.54902 -0.0961 -0.2329 -0.9348 -0.88
Cl -2.51651 2.30153 -1.62538 0.0252 0.0226 -0.1363 -0.10
S -2.97033 -1.19012 0.19034 0.5170 -0.2956 -0.8697 1.27
F -4.01007 -0.80793 1.29796 -0.0748 0.0242 0.0987 -0.23
O -0.32458 -3.51972 -1.22111 0.2641 0.6353 1.6695 -0.29
O -2.59159 -2.53199 0.38553 -0.0525 -0.1336 0.3749 -0.50
O -3.47544 -0.71702 -1.04669 -0.2877 0.2665 0.1051 -0.55
N -2.21131 1.16657 1.13356 0.4754 0.0233 0.2135 -0.33
N 1.22346 1.47813 -1.13854 -0.0194 -0.2445 -0.0871 -0.28
N -0.20147 1.23967 -1.02054 0.0639 0.0772 0.1407 -0.34
N 1.33785 -2.64346 0.13041 -0.4554 0.7241 -0.1269 0.04
C 1.96521 1.98768 1.22562 0.4795 -0.2338 -0.2167 -1.00
C -0.28305 -1.19251 -1.27160 0.5037 0.4094 -0.1365 -1.53
C -1.04951 2.40783 -0.61861 -0.7645 0.2611 -0.1214 0.21
C -1.46550 2.35725 0.84030 -0.4674 0.1279 -0.2123 -1.07
C -0.41445 -0.07593 -0.23484 0.0291 -0.5404 0.0089 1.43
C -1.62640 -0.11145 0.73490 -0.4558 0.4361 0.5457 -0.17
C 1.83598 2.43843 -0.23067 0.1596 0.4002 0.4482 -0.35
C 0.21816 -2.55447 -0.76792 -0.4161 -0.8163 -0.6331 -0.37
C 0.93810 -2.59735 1.52937 0.5611 -0.3442 0.0946 -0.82
C 2.46442 -1.78599 -0.17775 0.0084 0.1653 -0.0955 -0.78
H 1.41094 3.44566 -0.27525 -0.3246 -0.0703 -0.1009 0.31
H 1.14517 1.37792 1.58861 -0.1566 0.1318 0.0845 0.20
H -3.18974 1.26958 0.92190 -0.0266 -0.1169 -0.1436 0.39
H -0.60924 3.35258 -0.91143 0.5515 -0.1581 0.0412 0.43
H 2.09629 2.85624 1.86484 -0.1760 0.0738 0.0875 0.34
H 1.61371 -3.21464 2.12261 -0.0081 -0.0762 0.0615 0.33
H 0.50166 -0.84151 -1.95386 0.0362 -0.0889 -0.0963 0.56
H 2.44963 -0.83141 0.37226 0.0088 -0.0058 0.1244 0.17
H -2.13891 3.20283 0.96067 0.0190 0.0951 0.1807 0.48
H -1.17448 -1.33854 -1.87848 -0.1143 -0.1740 0.0802 0.46
H 1.41344 1.69191 -2.10872 -0.0373 0.1341 -0.0125 0.29
H 1.03404 -1.58109 1.95063 -0.2430 0.0855 -0.0005 0.21
H 2.86903 1.39297 1.33798 -0.0229 -0.1664 0.0225 0.30
H -0.51335 1.01372 -1.96804 0.0163 -0.0799 -0.0351 0.65
H -1.26808 -0.60818 1.63913 0.1073 -0.2189 -0.0700 0.46
H -0.63978 2.52217 1.53000 0.2236 -0.1442 -0.1158 0.26
H 2.84693 2.57041 -0.60990 0.0236 -0.1029 -0.2277 0.44
H 3.41133 -2.27576 0.04328 0.0093 -0.1019 0.0648 0.36
H 0.46933 -0.16878 0.38307 0.0967 0.4004 0.0924 -0.66
H -0.06676 -2.99033 1.66014 -0.0829 0.0140 -0.0458 0.34
H 2.46504 -1.52963 -1.23478 0.1025 -0.1622 -0.1208 0.32